(1)
Molecular formula: C4H13NO2
Method: DFT, ωB97M-V/def2-TZVPD

Structure (XYZ):
```
20
Properties=species:S:1:pos:R:3:forces:R:3:nbo_charge:R:1
O 3.0402 1.8270 -0.1930 -1.501 1.493 0.247 -0.9525
O -3.2636 1.2967 2.5312 -1.115 2.827 0.886 -0.9294
N -0.5428 0.7823 0.7438 -4.372 0.445 -1.919 -0.8087
C 1.0896 -2.3977 -0.2935 0.272 2.164 -1.456 -0.6074
C 0.9972 -0.7184 -0.3877 0.879 -2.000 -0.261 -0.4467
C -0.3203 0.0182 -0.4445 1.637 -0.681 1.143 0.1844
C -0.9400 0.0336 -1.6222 -0.696 0.574 -1.489 -0.5316
H 2.7781 1.9546 -1.1391 0.147 0.005 1.388 0.4734
H 1.8534 -2.6758 0.4152 0.338 0.199 0.332 0.2043
H -3.2421 0.4961 2.0874 0.151 -2.604 -1.291 0.4605
H 1.4339 -2.8797 -1.2801 -1.138 0.788 1.380 0.2126
H -4.1283 1.6810 2.2634 0.907 -0.264 0.396 0.4714
H -1.9558 0.4043 -1.8649 0.752 0.103 0.580 0.1975
H -0.5546 0.2247 1.6063 -0.018 0.257 -0.493 0.3754
H 0.1544 -2.7428 0.1197 -0.364 -0.471 -0.410 0.2049
H -0.3417 -0.2136 -2.5396 -0.773 -0.331 1.143 0.2054
H -1.5633 1.2090 0.5400 2.932 -0.858 1.450 0.3703
H 1.4420 -0.3667 -1.3086 0.695 -0.457 -0.222 0.2140
H 2.4229 2.4186 0.3657 1.360 -1.449 -1.622 0.4814
H 1.6411 -0.3514 0.4004 -0.091 0.258 0.219 0.2208
```
Forces are in eV/Å.

Results
- Frontier orbital gap: 9.0777 eV
- Energy: -9942.03837 eV
- M: 107.2 g mol⁻¹
- Largest force on an atom: 4.80 eV/A
- Net charge: 0
- SMILES: C=C(N)CC.O.O
- E_LUMO: 0.565 eV
- E_HOMO: -8.513 eV

---

(2)
Molecular formula: C4H13NO2
Method: DFT, ωB97M-V/def2-TZVPD

Structure (XYZ):
```
20
Properties=species:S:1:pos:R:3:forces:R:3:nbo_charge:R:1
O 1.5391 -3.0062 -0.7193 -0.116 0.190 0.538 -0.9484
O -0.5718 1.6050 -1.4222 -0.607 -0.249 0.716 -0.7353
N 0.7249 -0.2501 -0.5351 -2.082 -0.114 0.611 -0.6704
C -0.1563 0.6631 1.8258 -0.385 -0.552 -0.904 -0.4242
C -0.1194 0.2568 -1.5903 2.652 1.764 -0.651 0.0841
C -1.3757 1.5561 1.6770 -1.313 -0.683 -0.533 -0.6397
C -0.0047 -0.4255 0.7265 2.089 -1.888 1.471 -0.2426
H 1.6473 0.1374 -0.4318 -0.101 0.591 -0.103 0.3810
H 0.7515 1.2664 1.8924 0.026 -0.124 -0.006 0.2117
H -1.1641 2.4434 1.0867 0.035 0.543 0.681 0.2121
H -0.2055 0.0399 2.7195 -0.173 0.424 0.272 0.2108
H -2.1998 1.0840 1.1028 0.554 -0.371 -0.117 0.1977
H 0.5662 0.4371 -2.4363 -0.589 -0.843 -0.130 0.1838
H -0.9253 -0.4208 -1.8040 -0.341 -0.365 -0.016 0.1662
H -1.9421 1.6922 2.6006 0.644 0.839 0.193 0.2304
H 0.7725 -3.2505 -0.1856 0.116 -0.311 -0.182 0.4545
H -0.9017 -1.0362 0.5783 -0.424 0.776 -0.449 0.2008
H -1.1376 1.6440 -0.6352 0.086 0.008 -0.393 0.4617
H 0.5700 -1.2168 1.2863 0.001 0.591 -0.428 0.1863
H 1.5837 -2.0522 -0.5172 -0.073 -0.226 -0.571 0.4795
```
Forces are in eV/Å.

Results
- Frontier orbital gap: 10.2634 eV
- Energy: -9942.92858 eV
- M: 107.2 g mol⁻¹
- Largest force on an atom: 3.25 eV/A
- Net charge: 0
- SMILES: CCCNCO.O
- E_LUMO: 0.806 eV
- E_HOMO: -9.457 eV

---

(3)
Molecular formula: C4H13NO2
Method: DFT, ωB97M-V/def2-TZVPD

Structure (XYZ):
```
20
Properties=species:S:1:pos:R:3:forces:R:3:nbo_charge:R:1
O -0.3047 3.2582 -0.5486 -0.372 0.299 -0.314 -0.9306
O 1.2460 -1.2403 -3.4891 -0.574 -0.198 0.570 -0.9272
N 0.8346 -0.0990 0.5242 -0.123 -0.475 0.143 -0.6241
C 0.4586 -1.4790 0.6446 -1.217 -1.669 -1.080 -0.2234
C -1.3185 -0.1126 1.4505 0.609 0.922 0.170 -0.4176
C -1.0833 -1.4268 0.6927 0.893 1.188 0.313 -0.4099
C 0.0577 0.5799 1.5911 1.164 -0.589 -0.568 -0.2287
H 0.6789 -2.0804 -0.2397 0.538 0.238 -0.263 0.1772
H 1.1426 -2.0386 -2.9553 0.395 -0.188 -0.258 0.4610
H -1.8385 0.6211 0.8519 -1.003 -0.192 0.015 0.2016
H -1.3405 -1.3072 -0.3436 -0.654 0.009 -0.409 0.1964
H 0.5502 0.4543 2.5619 -0.278 -0.137 0.184 0.1623
H 0.8932 -2.0537 1.4441 0.269 0.038 1.003 0.1608
H 0.0690 1.6314 1.3396 -0.336 0.300 0.213 0.2145
H -1.1688 2.8515 -0.6748 0.058 -0.270 0.159 0.4643
H -1.6473 -2.2355 1.1253 0.210 -0.529 0.108 0.2131
H 1.8385 -0.0676 0.6089 0.174 0.676 0.172 0.3657
H -1.7753 -0.2708 2.4227 -0.263 0.175 -0.039 0.2100
H -0.3903 4.0440 -1.1045 0.307 -0.006 0.147 0.4678
H 0.5484 -0.7094 -3.0813 0.203 0.407 -0.267 0.4669
```
Forces are in eV/Å.

Results
- Frontier orbital gap: 9.5715 eV
- Energy: -9943.19120 eV
- M: 107.2 g mol⁻¹
- Largest force on an atom: 2.33 eV/A
- Net charge: 0
- SMILES: C1CCNC1.O.O
- E_LUMO: 0.673 eV
- E_HOMO: -8.898 eV

---

(4)
Molecular formula: C4H13NO2
Method: DFT, ωB97M-V/def2-TZVPD

Structure (XYZ):
```
20
Properties=species:S:1:pos:R:3:forces:R:3:nbo_charge:R:1
O -1.1682 3.2694 1.0656 1.025 0.020 -1.231 -0.9528
O -1.5219 -1.3319 1.2811 -1.743 1.715 1.289 -0.9334
N 0.1737 0.6795 -1.0538 0.710 1.265 0.416 -0.3900
C 0.9761 -2.5860 0.5455 -0.715 -0.169 -0.784 -0.6155
C 0.5619 -0.6996 -1.0955 -1.604 0.017 1.628 -0.2630
C 1.1382 -1.0447 0.2880 0.073 -2.331 0.631 -0.3958
C 0.5613 1.6126 -1.8126 -1.349 -1.148 -0.815 -0.0686
H 0.1638 2.6007 -1.6394 0.135 0.364 0.258 0.1731
H -1.1040 3.2879 2.0089 -0.629 0.012 0.662 0.4770
H 0.6250 -0.6064 1.1499 -0.108 0.408 -0.754 0.2276
H -1.6833 -0.4553 0.8874 0.672 -0.315 -0.896 0.4733
H 0.9493 1.4238 -2.8168 0.864 -0.002 0.127 0.1350
H 1.3180 -2.9197 1.5254 0.255 0.143 -0.102 0.2061
H -2.0176 -1.0779 2.0960 0.522 -1.179 -0.236 0.4639
H -2.0560 3.2445 0.7189 -0.410 0.001 0.568 0.4769
H -0.4245 -1.1938 -1.1338 0.372 -0.282 -0.060 0.2023
H 2.1836 -0.8014 0.4254 0.380 0.312 -0.450 0.1944
H 1.1464 -1.1212 -1.8906 0.699 0.306 -0.751 0.1789
H -0.0810 -2.8677 0.4828 0.022 0.446 0.377 0.2182
H 1.3468 -3.2602 -0.2383 0.829 0.418 0.121 0.1921
```
Forces are in eV/Å.

Results
- Frontier orbital gap: 9.7126 eV
- Energy: -9942.18640 eV
- M: 107.2 g mol⁻¹
- Largest force on an atom: 2.76 eV/A
- Net charge: 0
- SMILES: C=NCCC.O.O
- E_LUMO: 0.557 eV
- E_HOMO: -9.155 eV

---

(5)
Molecular formula: C4H13NO2
Method: DFT, ωB97M-V/def2-TZVPD

Structure (XYZ):
```
20
Properties=species:S:1:pos:R:3:forces:R:3:nbo_charge:R:1
O -2.3944 -0.6632 -0.8884 0.105 -0.415 -0.016 -0.9675
O -1.4838 2.2340 -0.0385 -0.133 0.234 -0.037 -1.0108
N 1.1657 1.7572 -0.6272 0.153 0.288 -0.199 -0.8518
C 1.0161 0.2926 -0.6262 0.433 -0.120 -0.167 -0.2161
C 0.8961 -1.7357 0.8782 0.067 -0.118 0.423 -0.1729
C 0.8228 -0.2412 0.7853 -0.027 0.065 -0.120 -0.4567
C -0.1216 -2.5885 0.9669 0.555 -0.748 -0.943 -0.3917
H -2.2346 0.0792 -0.2935 -0.206 0.339 -0.217 0.4956
H -3.2087 -0.4893 -1.3721 0.150 0.222 0.219 0.4725
H -0.5294 2.2387 -0.3002 -0.168 0.036 0.116 0.4978
H -1.7878 3.1502 -0.0969 0.106 -0.360 0.023 0.4682
H 1.5861 0.2309 1.4152 0.093 -0.283 0.074 0.1984
H 1.5649 2.0935 -1.5028 -0.283 -0.220 0.073 0.3692
H 0.1729 0.0034 -1.2479 -0.146 0.094 -0.073 0.2173
H 1.8385 2.0414 0.0761 -0.051 -0.092 0.159 0.3604
H 0.1630 -3.6205 1.1364 -0.100 -0.140 -0.057 0.1868
H 1.8898 -2.1808 0.9501 -0.054 0.223 0.252 0.1889
H 1.9085 -0.1762 -1.0569 -0.029 -0.136 0.030 0.1694
H -0.1205 0.0541 1.2242 -0.386 0.368 -0.177 0.2226
H -1.1437 -2.4799 0.6184 -0.076 0.763 0.639 0.2203
```
Forces are in eV/Å.

Results
- Frontier orbital gap: 10.3250 eV
- Energy: -9943.31694 eV
- M: 107.2 g mol⁻¹
- Largest force on an atom: 1.33 eV/A
- Net charge: 0
- SMILES: C=CCCN.O.O
- E_LUMO: 0.872 eV
- E_HOMO: -9.453 eV

---

(6)
Molecular formula: C4H13NO2
Method: DFT, ωB97M-V/def2-TZVPD

Structure (XYZ):
```
20
Properties=species:S:1:pos:R:3:forces:R:3:nbo_charge:R:1
O 3.9985 0.8341 -4.4898 0.061 -0.069 -0.081 -0.9371
O -1.0678 -1.0570 -0.9963 -0.181 -0.130 0.102 -0.7298
N -1.9980 0.8334 2.3896 -0.731 -0.168 0.246 -0.8801
C 0.7758 -1.5850 0.5202 -0.092 0.121 0.589 -0.6257
C -0.3758 0.6906 0.4939 -0.409 0.361 -0.460 -0.4267
C -1.6442 1.3387 1.0739 1.036 -0.418 0.333 -0.2057
C -0.5213 -0.8202 0.3049 0.100 0.197 0.269 0.0859
H 1.6475 -1.0013 0.2829 0.385 0.269 -0.530 0.2047
H 0.5445 0.9668 1.0098 -0.159 -0.099 0.465 0.2011
H 3.5508 0.1377 -3.9992 0.005 0.018 -0.028 0.4693
H 4.4275 0.3851 -5.2274 -0.071 0.052 0.112 0.4679
H -1.2276 -1.1757 1.0571 -0.185 -0.127 -0.077 0.1599
H -0.2774 1.1355 -0.5005 0.188 -0.198 -0.115 0.2251
H -1.4524 2.4061 1.1484 -0.194 0.223 -0.221 0.1852
H -1.8717 -1.5707 -0.8764 0.076 0.007 -0.190 0.4727
H -2.3067 1.5136 3.0599 0.036 0.157 -0.063 0.3686
H 0.8910 -1.8005 1.5870 -0.092 -0.142 -0.041 0.2059
H 0.7856 -2.5144 -0.0313 -0.015 -0.224 -0.116 0.2202
H -2.4393 1.1474 0.3479 -0.147 0.164 0.090 0.1759
H -1.4390 0.1357 2.8452 0.390 0.008 -0.285 0.3629
```
Forces are in eV/Å.

Results
- Frontier orbital gap: 9.7100 eV
- Energy: -9943.36124 eV
- M: 107.2 g mol⁻¹
- Largest force on an atom: 1.17 eV/A
- Net charge: 0
- SMILES: C[C@H](O)CCN.O
- E_LUMO: 0.825 eV
- E_HOMO: -8.885 eV

---

Which value of M does entry 1 give?
107.2 g mol⁻¹

---

What did the first record say?
Molecular formula: C4H13NO2
Method: DFT, ωB97M-V/def2-TZVPD

Structure (XYZ):
```
20
Properties=species:S:1:pos:R:3:forces:R:3:nbo_charge:R:1
O 3.0402 1.8270 -0.1930 -1.501 1.493 0.247 -0.9525
O -3.2636 1.2967 2.5312 -1.115 2.827 0.886 -0.9294
N -0.5428 0.7823 0.7438 -4.372 0.445 -1.919 -0.8087
C 1.0896 -2.3977 -0.2935 0.272 2.164 -1.456 -0.6074
C 0.9972 -0.7184 -0.3877 0.879 -2.000 -0.261 -0.4467
C -0.3203 0.0182 -0.4445 1.637 -0.681 1.143 0.1844
C -0.9400 0.0336 -1.6222 -0.696 0.574 -1.489 -0.5316
H 2.7781 1.9546 -1.1391 0.147 0.005 1.388 0.4734
H 1.8534 -2.6758 0.4152 0.338 0.199 0.332 0.2043
H -3.2421 0.4961 2.0874 0.151 -2.604 -1.291 0.4605
H 1.4339 -2.8797 -1.2801 -1.138 0.788 1.380 0.2126
H -4.1283 1.6810 2.2634 0.907 -0.264 0.396 0.4714
H -1.9558 0.4043 -1.8649 0.752 0.103 0.580 0.1975
H -0.5546 0.2247 1.6063 -0.018 0.257 -0.493 0.3754
H 0.1544 -2.7428 0.1197 -0.364 -0.471 -0.410 0.2049
H -0.3417 -0.2136 -2.5396 -0.773 -0.331 1.143 0.2054
H -1.5633 1.2090 0.5400 2.932 -0.858 1.450 0.3703
H 1.4420 -0.3667 -1.3086 0.695 -0.457 -0.222 0.2140
H 2.4229 2.4186 0.3657 1.360 -1.449 -1.622 0.4814
H 1.6411 -0.3514 0.4004 -0.091 0.258 0.219 0.2208
```
Forces are in eV/Å.

Results
- Frontier orbital gap: 9.0777 eV
- Energy: -9942.03837 eV
- M: 107.2 g mol⁻¹
- Largest force on an atom: 4.80 eV/A
- Net charge: 0
- SMILES: C=C(N)CC.O.O
- E_LUMO: 0.565 eV
- E_HOMO: -8.513 eV

---

What is the largest force on an atom in the first record?
4.80 eV/A